# 1
Entry from the Open Molecules 2025 dataset: a single C18H17NO5 molecule (wB97M-V/def2-TZVPD).

```
41
Properties=species:S:1:pos:R:3:forces:R:3:nbo_charge:R:1
C -3.71515 -2.46521 -2.11250 -0.1303 0.0940 -0.1631 -0.2531
O -2.90021 -3.05170 -1.12644 0.1841 -0.0766 0.2765 -0.4907
C -2.34064 -2.24902 -0.18029 0.1376 -0.0407 0.1006 0.2951
C -1.53633 -2.89527 0.76208 -0.1291 -0.0226 -0.1792 -0.2463
C -0.93394 -2.17720 1.77375 -0.0537 -0.0337 -0.0674 -0.1963
C -1.11454 -0.80689 1.85974 -0.0931 0.2659 -0.0357 -0.2068
C -1.89036 -0.15370 0.91190 0.1292 -0.4040 0.3195 -0.1140
C -1.96733 1.33333 0.99526 -0.1974 0.1041 -0.1742 0.6712
O -2.00142 1.94184 2.04374 0.1206 -0.0281 0.1649 -0.6037
N -1.98096 1.95647 -0.22450 -0.2647 0.0365 -0.2603 -0.6062
C -1.52653 3.32867 -0.32393 0.0729 -0.0130 0.0550 -0.3271
C -0.03643 3.24731 -0.63113 -0.3092 0.3251 -0.3991 0.7978
O 0.47981 3.50538 -1.68469 0.0205 0.0092 0.1080 -0.5853
O 0.61353 2.75618 0.43271 0.1241 -0.0292 0.4100 -0.5001
C 1.84192 2.10288 0.18562 -0.1122 0.0278 -0.3304 -0.1874
C 1.52894 0.71489 -0.38781 -0.0316 0.4363 0.0845 0.5510
O 0.45631 0.50787 -0.90775 0.2614 -0.0729 0.0271 -0.5478
C 2.55889 -0.32727 -0.23682 0.2029 -0.5972 -0.0986 -0.1069
C 3.90727 -0.03811 -0.02776 -0.3030 0.0206 -0.0297 -0.1893
C 4.81894 -1.06797 0.10940 0.1376 -0.0441 0.0223 -0.2202
C 4.39762 -2.38802 0.05474 0.0283 0.0568 -0.0032 -0.1800
C 3.05915 -2.68232 -0.15169 -0.0099 -0.0316 -0.0089 -0.2167
C 2.14472 -1.65890 -0.30542 -0.0168 0.1872 0.0028 -0.1648
C -2.51042 -0.87257 -0.10574 -0.1098 -0.0530 -0.1146 -0.2596
H -4.04570 -3.28630 -2.74676 -0.0031 0.0998 0.0171 0.2021
H -4.58948 -1.97453 -1.67290 0.0428 -0.0045 -0.0149 0.1775
H -3.15710 -1.74356 -2.71786 -0.0229 -0.0124 0.0319 0.1768
H -1.40898 -3.96313 0.67712 0.0030 -0.1311 -0.0029 0.2234
H -0.31749 -2.68740 2.49891 0.0501 -0.0512 0.0570 0.2174
H -0.65239 -0.22946 2.64516 0.0263 0.0703 0.0793 0.2315
H -1.72881 1.37756 -1.01470 0.0486 0.0102 0.1970 0.4093
H -1.69711 3.80166 0.64593 0.0125 0.0105 -0.1690 0.2575
H -2.05267 3.85468 -1.12192 0.1654 -0.0004 0.1077 0.2205
H 2.43581 2.66779 -0.54538 0.0214 -0.1069 0.1640 0.2306
H 2.36242 2.03731 1.14072 -0.0240 0.0004 -0.1091 0.2184
H 4.24743 0.98546 0.00401 0.0575 0.1306 0.0382 0.2124
H 5.86372 -0.84201 0.26151 0.0821 0.0192 0.0060 0.2182
H 5.11519 -3.18649 0.17078 0.0630 -0.0625 0.0125 0.2172
H 2.72990 -3.70932 -0.19574 -0.0307 -0.0958 0.0023 0.2188
H 1.09680 -1.86648 -0.46336 -0.0908 -0.0109 -0.0200 0.2382
H -3.13624 -0.35279 -0.81401 -0.0596 0.0181 -0.1039 0.2173
```
Positions in Å, forces in eV/Å.

Output
**Strongest force on any atom**: 0.012 hartree/bohr
**SMILES**: COc1cccc(C(=O)NCC(=O)OCC(=O)c2ccccc2)c1
**Energy relative to the best compared isomer or geometry (same formula, charge and spin)**: 5.08 kcal/mol
**HOMO energy**: -8.682 eV
**Electronic energy**: -1127.0931 a.u.
**E_LUMO**: -0.05 eV
**HOMO-LUMO gap**: 8.634 eV

***

# 2
Entry from the Open Molecules 2025 dataset: a molecular structure, C37H53AsN5RuSSi2Te in a non-equilibrium geometry (wB97M-V/def2-TZVPD).

```
101
Properties=species:S:1:pos:R:3:forces:R:3:lowdin_spin:R:1
Ru 0.36975 -0.39770 0.30029 0.8240 0.8632 -0.4691 0.2892
C 0.22016 0.34512 6.18172 0.0033 -0.0081 -0.0182 0.0000
C 0.35935 1.62167 5.36278 0.0295 0.0224 0.0083 0.0000
N -0.39752 1.57577 4.12220 0.0368 -0.1016 0.0168 -0.0006
C 0.06824 0.96193 3.01053 0.0210 -0.0324 -0.1100 0.0006
S -1.06264 0.75048 1.71356 -0.5257 -0.1397 0.2359 0.0093
N 1.33558 0.60049 2.99686 -0.0349 0.0935 0.0895 0.0016
N 1.71240 0.05835 1.81065 -0.2032 -0.2791 -0.0580 0.0011
C 2.92817 -0.37474 1.69828 0.0381 0.2578 0.0743 0.0034
C 3.91894 -0.36209 2.81746 -0.0024 0.0013 -0.0448 0.0004
C 3.30309 -0.86298 0.36951 0.1168 0.2695 -0.2318 -0.0009
C 4.60374 -1.25066 0.05819 -0.0317 0.0410 0.0227 0.0000
C 4.92900 -1.55077 -1.25213 0.0069 -0.0096 -0.0356 -0.0010
C 3.95692 -1.43387 -2.23273 0.0230 0.0613 0.0340 0.0009
C 2.67718 -1.07654 -1.84708 0.0066 -0.0171 0.0102 0.0104
N 2.34357 -0.82554 -0.58296 -0.4053 -0.6920 0.3800 0.0071
H 0.82309 0.39982 7.08963 -0.0003 0.0075 -0.0022 0.0000
H 0.55111 -0.51285 5.59557 0.0080 -0.0041 -0.0001 0.0000
H -0.81827 0.17926 6.47441 -0.0008 -0.0024 -0.0021 0.0000
H 1.40162 1.78995 5.09915 -0.0160 0.0285 0.0029 0.0000
H 0.01648 2.49006 5.92782 -0.0161 -0.0111 0.0181 0.0000
H -1.40211 1.60662 4.18827 0.0008 0.0780 -0.0198 0.0002
H 4.36407 -1.35287 2.93272 0.0035 -0.0045 0.0047 0.0001
H 3.42009 -0.08709 3.74038 -0.0084 0.0023 0.0014 0.0000
H 4.72706 0.34919 2.62904 -0.0043 0.0000 -0.0144 0.0002
H 5.35139 -1.30042 0.83577 0.0028 0.0141 0.0123 0.0000
H 5.93581 -1.85461 -1.50707 -0.0011 0.0034 0.0005 -0.0001
H 4.17330 -1.62699 -3.27386 -0.0068 -0.0097 -0.0041 0.0004
H 1.87302 -0.99228 -2.56862 0.0076 -0.0303 0.0299 0.0125
C -3.92825 -1.72162 2.93723 0.0344 -0.0043 0.0004 0.0007
N -3.79204 -2.56443 1.76339 -0.0373 -0.0310 -0.0045 0.0020
C -4.97573 -2.49061 0.93438 -0.0171 0.0580 0.0000 0.0001
C -2.60267 -2.20830 1.00060 0.0240 0.0644 -0.0095 0.0214
C -1.30176 -2.70208 1.61028 0.0727 -0.0333 0.0068 0.0018
C -1.39745 -3.82465 2.43503 -0.0050 -0.0528 -0.0346 -0.0002
C -0.28448 -4.44495 2.97648 -0.0127 -0.0128 0.0200 0.0007
C 0.96814 -3.95054 2.66082 0.0083 -0.0073 -0.0279 -0.0004
C 1.06994 -2.83454 1.84327 -0.0327 -0.0610 -0.0725 -0.0005
C -0.03345 -2.14860 1.31290 0.2449 -0.0709 0.0000 -0.0016
H -4.78217 -2.05013 3.53247 0.0072 -0.0038 -0.0009 0.0002
H -4.07062 -0.66081 2.67092 -0.0035 0.0057 -0.0060 0.0001
H -3.02751 -1.79299 3.54782 0.0003 -0.0017 0.0019 0.0000
H -5.85601 -2.75219 1.52360 -0.0012 -0.0073 -0.0036 0.0000
H -4.89532 -3.19628 0.10599 0.0011 0.0065 -0.0031 0.0000
H -5.13795 -1.48182 0.51287 -0.0021 -0.0004 0.0041 0.0000
H -2.56410 -1.12617 0.83831 0.0165 0.0544 -0.0263 0.0022
H -2.70394 -2.65220 0.00250 -0.0054 -0.0529 0.0409 0.0182
H -2.38710 -4.21417 2.64028 0.0146 0.0075 0.0015 -0.0001
H -0.39865 -5.30850 3.62009 0.0010 -0.0036 -0.0018 0.0000
H 1.86460 -4.42664 3.04187 0.0051 -0.0022 0.0003 -0.0001
H 2.06904 -2.49386 1.60014 -0.0858 -0.1415 0.0601 0.0000
C -1.79158 -4.18729 -2.88085 0.0205 0.0218 0.0246 0.0127
Si -0.24661 -3.13056 -2.73324 -0.1803 -0.1149 0.0135 0.0573
C 0.38429 -2.80026 -4.47446 -0.0346 0.0147 -0.0016 0.0125
C 1.03800 -4.04285 -1.72549 0.0550 -0.0151 -0.0777 0.0009
As -0.86310 -1.16833 -1.60330 0.0979 0.2304 -0.0135 0.4298
Si -1.86250 0.28802 -3.13332 -0.0642 -0.0304 -0.0588 0.0599
C -2.62437 1.65914 -2.10519 0.0220 0.0100 -0.0170 0.0003
C -0.59676 0.95749 -4.34760 0.0321 -0.0146 0.0468 0.0194
C -3.19731 -0.62418 -4.09061 0.0138 0.0344 -0.0002 0.0061
H -1.57937 -5.09802 -3.44737 0.0005 -0.0100 0.0070 0.0015
H -2.59848 -3.65297 -3.38654 0.0112 0.0093 0.0021 0.0006
H -2.14971 -4.47910 -1.89079 0.0056 0.0006 -0.0073 0.0003
H 0.62502 -3.75943 -4.94190 0.0158 0.0045 -0.0205 0.0019
H 1.28221 -2.17942 -4.50413 -0.0215 -0.0031 0.0179 0.0002
H -0.38199 -2.31815 -5.08610 0.0227 0.0002 0.0069 0.0001
H 0.96672 -5.11598 -1.92257 0.0152 0.0072 -0.0256 0.0001
H 0.86782 -3.88244 -0.66182 -0.0055 -0.0077 0.1131 0.0001
H 2.05692 -3.72328 -1.95878 -0.0650 -0.0152 0.0224 0.0000
H -2.04202 1.82686 -1.19502 0.0203 0.0026 -0.0038 -0.0002
H -3.64027 1.38975 -1.80867 0.0075 -0.0077 0.0314 0.0002
H -2.66447 2.59695 -2.66457 -0.0330 -0.0221 -0.0107 -0.0002
H 0.26760 1.38021 -3.83174 -0.0402 -0.0276 -0.0173 0.0005
H -1.03135 1.75305 -4.95966 -0.0150 -0.0063 -0.0062 0.0028
H -0.24440 0.16650 -5.01428 -0.0045 0.0196 0.0140 0.0001
H -3.89398 -1.12001 -3.41190 -0.0050 0.0085 0.0032 0.0013
H -2.76838 -1.38364 -4.74817 0.0038 -0.0059 0.0059 0.0001
H -3.76789 0.07057 -4.71287 0.0057 0.0012 -0.0067 0.0004
Te 1.44458 2.27876 -0.60901 0.0876 -0.2079 0.0491 0.0083
C 0.93080 3.51159 -2.25137 -0.0524 0.0350 0.0310 0.0016
C 1.80381 3.58223 -3.33181 0.0200 -0.0176 0.0288 0.0004
C 1.49213 4.37153 -4.43090 -0.0076 -0.0024 -0.0024 0.0001
C 0.31637 5.10675 -4.44777 0.0031 0.0012 0.0003 0.0005
C -0.54975 5.04726 -3.36433 -0.0077 -0.0163 -0.0096 0.0000
C -0.24909 4.24616 -2.27228 0.0001 -0.0213 -0.0017 0.0004
C 1.07673 3.73463 0.86955 -0.0370 -0.0157 -0.0116 0.0004
C -0.21013 3.99582 1.32723 -0.0385 0.0004 -0.0565 0.0002
C -0.41692 4.98509 2.27802 0.0108 0.0055 0.0142 0.0000
C 0.65696 5.70582 2.78066 -0.0020 -0.0046 0.0038 0.0000
C 1.94247 5.43811 2.33254 0.0030 -0.0051 0.0028 0.0000
C 2.15367 4.45355 1.37716 0.0125 -0.0161 0.0217 0.0003
H 2.73361 3.02590 -3.31519 0.0043 0.0035 0.0041 0.0000
H 2.17591 4.41862 -5.26879 -0.0004 0.0001 -0.0018 0.0000
H 0.07738 5.72970 -5.29991 -0.0013 -0.0034 -0.0033 0.0000
H -1.46833 5.62044 -3.37068 0.0007 0.0048 0.0003 0.0000
H -0.93753 4.19717 -1.43888 0.0018 0.0084 0.0209 0.0000
H -1.04398 3.40881 0.96524 0.0220 0.0421 -0.0017 0.0001
H -1.42011 5.18446 2.63289 -0.0025 0.0020 -0.0021 0.0000
H 0.49225 6.47419 3.52519 0.0025 0.0024 0.0020 0.0000
H 2.78344 5.99561 2.72464 0.0004 -0.0004 0.0016 0.0000
H 3.15664 4.24459 1.02715 0.0010 0.0096 -0.0083 0.0001
```
Positions in Å, forces in eV/Å.

Output
**Strongest force on any atom**: 0.025 hartree/bohr
**Energy relative to the best compared isomer or geometry (same formula, charge and spin)**: 3.22 kcal/mol
**HOMO energy (alpha / beta)**: -6.797 / -6.708 eV
**Spin multiplicity**: 2
**Electronic energy**: -5291.3816 a.u.
**E_LUMO (alpha / beta)**: -0.36 / -0.84 eV
**HOMO-LUMO gap (alpha / beta)**: 6.441 / 5.863 eV

***

# 3
Entry from the Open Molecules 2025 dataset: 2 unconnected molecules or ions with the total composition C4H9NO2 (wB97M-V/def2-TZVPD).

```
16
Properties=species:S:1:pos:R:3:forces:R:3:nbo_charge:R:1
H -1.31310 -0.13688 0.66616 -0.0108 -0.0168 -0.0460 0.3588
N -1.07790 -0.82767 -0.05048 0.3589 0.1844 0.0048 -0.6103
C 0.12360 -0.66888 -0.41329 -0.2227 -0.0825 0.0593 0.1201
C 1.04062 0.37944 0.15257 0.0450 -0.1194 -0.0712 -0.1409
O 0.26832 1.26728 0.91201 0.0139 -0.0151 -0.0041 -0.5424
C 1.01616 1.96976 1.87096 0.1567 0.1966 0.2292 -0.2444
H 0.52841 -1.32901 -1.18911 -0.0115 0.0789 0.1383 0.1855
H 1.80305 -0.12199 0.77195 -0.0609 0.0679 -0.0615 0.1894
H 1.57126 0.90192 -0.66044 -0.0747 -0.0757 0.1070 0.1868
H 1.44250 1.28017 2.61450 -0.0294 0.1314 -0.0833 0.1689
H 1.83190 2.54053 1.40521 -0.0993 -0.0414 0.0783 0.1687
H 0.33179 2.66012 2.36783 0.1329 -0.0765 -0.0381 0.1986
C -1.89432 -1.97657 -2.10275 0.0920 -0.2480 -0.1230 0.2975
O -1.22179 -2.97492 -2.19439 -0.2746 0.3455 -0.0436 -0.5548
H -1.57272 -1.01415 -2.54745 -0.0864 -0.1633 -0.0454 0.1001
H -2.87778 -1.94917 -1.60325 0.0708 -0.1660 -0.1007 0.1185
```
Positions in Å, forces in eV/Å.

Output
**Strongest force on any atom**: 0.009 hartree/bohr
**SMILES**: [H]/N=C\COC.C=O
**Energy relative to the best compared isomer or geometry (same formula, charge and spin)**: 71.95 kcal/mol
**HOMO energy**: -9.440 eV
**Electronic energy**: -362.9709 a.u.
**E_LUMO**: 0.82 eV
**HOMO-LUMO gap**: 10.260 eV